Record 1
Below is C22H31NO in the gas phase, with properties calculated with wB97M-V/def2-TZVPD.

Calculated values
Spin multiplicity: 1
Relative energy (zero: lowest compared OMol25 entry of this formula, charge and spin), kcal per mole: 29.58
SMILES string: O[C@@](C#CCCN1CCCCC1)(c1ccccc1)C1CCCCC1

Geometry as XYZ:
```
55
Properties=species:S:1:pos:R:3:mulliken_charge:R:1
O -2.470 -0.019 -2.044 -0.672
C -1.569 0.062 -0.949 2.370
C -0.190 -0.051 -1.429 -0.813
C 0.907 -0.134 -1.909 0.028
C 2.244 -0.295 -2.442 -1.131
C 3.241 -0.834 -1.399 -0.388
N 3.891 0.251 -0.690 0.077
C 3.037 0.976 0.234 -1.157
C 2.748 0.213 1.533 -0.122
C 4.059 -0.175 2.212 -0.986
C 4.941 -0.947 1.234 -0.495
C 5.134 -0.120 -0.043 -1.010
C -1.737 1.414 -0.277 -0.737
C -0.831 1.814 0.697 0.046
C -0.978 3.035 1.329 -0.839
C -2.032 3.869 0.993 -0.494
C -2.934 3.475 0.021 -0.692
C -2.788 2.254 -0.613 -0.339
C -1.844 -1.071 0.086 0.167
C -1.617 -2.457 -0.520 -0.914
C -1.858 -3.541 0.526 -0.692
C -3.281 -3.447 1.067 -0.721
C -3.530 -2.064 1.661 -0.766
C -3.269 -0.973 0.627 -1.058
H -2.222 -0.781 -2.576 0.552
H 2.191 -0.993 -3.282 0.380
H 2.611 0.664 -2.813 0.302
H 4.026 -1.383 -1.927 0.497
H 2.720 -1.546 -0.739 0.278
H 2.104 1.224 -0.276 0.472
H 3.551 1.912 0.478 0.366
H 2.168 -0.686 1.309 0.122
H 2.150 0.840 2.198 0.397
H 3.863 -0.775 3.103 0.392
H 4.582 0.733 2.526 0.352
H 4.470 -1.901 0.985 0.276
H 5.913 -1.160 1.683 0.381
H 5.753 -0.666 -0.761 0.438
H 5.654 0.810 0.211 0.412
H -0.004 1.170 0.957 0.163
H -0.267 3.337 2.084 0.413
H -2.147 4.822 1.488 0.385
H -3.757 4.122 -0.247 0.411
H -3.485 1.941 -1.374 0.486
H -1.138 -0.933 0.912 0.405
H -0.599 -2.530 -0.910 0.221
H -2.313 -2.614 -1.350 0.429
H -1.690 -4.526 0.083 0.379
H -1.148 -3.418 1.347 0.314
H -3.444 -4.215 1.827 0.371
H -3.990 -3.625 0.255 0.319
H -4.559 -1.992 2.020 0.398
H -2.867 -1.914 2.517 0.330
H -3.424 0.009 1.079 0.401
H -3.972 -1.072 -0.203 0.295
```

Record 2
Below is 3 unconnected molecules or ions with the total composition C22H32BBrCl2NO11S2, with properties calculated with wB97M-V/def2-TZVPD.

Calculated values
Spin multiplicity: 1
Charge: +1

Geometry as XYZ:
```
72
Properties=species:S:1:pos:R:3:mulliken_charge:R:1
C 4.303 2.012 -3.476 -0.721
B 3.934 2.650 -2.005 0.473
O 3.826 4.148 -1.927 -0.537
C 3.636 1.817 -0.619 0.487
C 4.918 1.524 0.396 -0.031
C 6.402 2.072 -0.114 -0.196
O 7.073 1.389 -1.068 -0.436
O 6.924 3.302 0.503 -0.390
Br 6.949 4.653 -0.769 0.126
C 4.684 0.726 1.832 0.489
C 5.964 0.490 2.849 -0.680
C 6.258 -1.086 3.210 -0.300
O 5.758 -2.038 2.196 -0.506
C 3.126 0.253 2.155 0.228
Cl 2.896 -0.611 3.820 -0.098
N 1.947 0.522 1.196 0.497
C 0.594 0.000 1.685 -0.516
C 0.031 1.085 2.815 0.347
C 0.631 2.606 2.615 0.358
O 0.145 3.395 1.621 -0.572
O 1.710 3.028 3.537 -0.453
C 2.135 1.269 -0.141 0.044
C 0.836 1.589 -1.145 -0.720
C 0.627 0.293 -2.175 0.425
O 1.227 0.271 -3.395 -0.479
Cl -0.410 -1.209 -1.761 -0.111
H 3.419 2.332 -4.212 0.255
H 4.377 0.844 -3.509 0.286
H 5.269 2.551 -3.925 0.280
H 2.876 4.312 -1.597 0.332
H 5.729 1.076 3.859 0.343
H 6.957 0.951 2.410 0.338
H 5.646 -1.323 4.207 0.211
H 7.395 -1.301 3.500 0.310
H 5.242 -2.781 2.651 0.330
H 0.673 -1.108 2.124 0.360
H -0.227 -0.046 0.852 -0.178
H -1.146 1.178 2.641 -0.067
H 0.218 0.689 3.902 0.381
H 2.134 3.857 3.142 0.385
H 0.939 2.613 -1.710 0.448
H -0.116 1.707 -0.438 0.330
C -5.745 -0.516 3.638 -0.521
C -6.102 0.740 2.844 -0.640
C -4.800 1.321 2.296 -0.660
S -3.679 -0.056 2.106 1.255
O -2.578 0.115 3.031 -0.759
O -3.473 -0.314 0.695 -0.715
C -4.778 -1.297 2.761 -0.805
H -6.633 -1.107 3.883 0.358
H -5.256 -0.233 4.577 0.275
H -6.765 0.470 2.012 0.305
H -6.632 1.472 3.461 0.317
H -4.951 1.803 1.326 0.401
H -4.351 2.030 2.997 0.344
H -4.208 -2.047 3.312 0.396
H -5.297 -1.762 1.918 0.378
C -3.087 -2.603 -3.944 -0.238
C -2.945 -3.537 -5.144 -0.762
C -4.061 -4.576 -5.052 -0.632
S -5.404 -3.790 -4.174 1.145
O -5.586 -4.469 -2.908 -0.653
O -6.500 -3.552 -5.092 -0.663
C -4.565 -2.247 -3.871 -0.747
H -2.464 -1.710 -4.047 0.270
H -2.781 -3.126 -3.030 0.190
H -3.053 -2.960 -6.070 0.326
H -1.961 -4.016 -5.170 0.320
H -4.406 -4.885 -6.042 0.369
H -3.747 -5.451 -4.477 0.350
H -4.862 -1.844 -2.901 0.357
H -4.842 -1.553 -4.669 0.367
```

| no. | molar mass (g/mol) | frontier orbital gap (eV) |
| --- | --- | --- |
| 1 | 325.50 | 9.013 |
| 2 | 712.25 | 6.743 |